# 1
The following is a DFT calculation (the ωB97M-V functional and the def2-TZVPD basis) of a molecular structure, C41H38FN6O4PS3SiV in a non-equilibrium geometry.

```
96
Properties=species:S:1:pos:R:3:forces:R:3
V 0.10121 0.08789 0.35229 2.24 -0.59 1.15
C -0.95202 -0.47495 4.29483 0.05 -0.12 -0.05
Si -0.31428 1.20622 3.85225 -0.02 -0.09 0.19
C -1.69208 2.41790 4.18524 -0.05 0.07 -0.10
C 1.20833 1.65758 4.82794 0.07 0.03 -0.01
N 0.09222 1.27156 2.09016 -0.09 0.28 -0.22
C 0.29110 2.37323 1.44872 0.03 0.00 -0.01
C 0.46114 3.71374 1.97131 0.00 -0.09 -0.03
C 0.53526 4.85351 1.26002 -0.01 0.06 -0.03
C 0.42148 5.09226 -0.16811 -0.04 0.14 0.03
C -0.05867 4.25392 -1.08036 0.14 -0.12 0.03
C -0.62004 2.89004 -0.77544 0.06 0.03 0.18
F -0.73586 2.18796 -1.96326 0.03 0.02 -0.01
H -1.55738 -0.37718 5.20039 0.02 0.02 0.01
H -0.14803 -1.18380 4.49179 -0.03 -0.01 -0.01
H -1.57680 -0.90346 3.50936 -0.03 0.01 0.03
H -1.75096 2.55786 5.26855 -0.03 0.00 -0.01
H -2.65297 2.02631 3.84680 0.01 -0.01 0.00
H -1.55406 3.39698 3.72736 -0.03 0.01 0.02
H 1.21944 1.08608 5.75876 0.01 0.02 0.00
H 1.21304 2.71682 5.09264 0.05 0.00 -0.01
H 2.13123 1.43700 4.28877 -0.01 -0.03 0.00
H 0.57448 3.77613 3.04504 0.02 0.00 0.00
H 0.72397 5.74726 1.84565 -0.03 0.00 0.01
H 0.76057 6.06270 -0.51014 0.03 -0.03 0.01
H -0.07605 4.53661 -2.12302 0.04 0.00 -0.09
S 2.03218 -0.16750 -0.74630 -0.29 0.21 0.42
C 2.56151 1.53405 -0.67180 -0.05 0.56 0.31
N 3.82761 1.65264 -0.93256 -0.02 -0.06 -0.61
N 4.31544 2.96937 -0.98482 -0.35 0.01 0.59
C 3.86950 3.98894 -1.78450 0.06 -0.15 -0.21
C 4.32775 5.29465 -1.55237 0.00 0.02 0.01
C 3.94665 6.33700 -2.37862 -0.02 -0.03 0.00
C 3.09640 6.11746 -3.45751 0.05 -0.01 0.01
C 2.65255 4.82215 -3.69632 -0.11 0.03 0.01
C 3.02043 3.76764 -2.87756 -0.06 0.00 0.07
N 1.73146 2.53102 -0.31008 0.15 -0.28 -0.30
N 0.39081 2.10624 0.02538 0.17 0.68 -0.17
C -2.00978 2.99830 -0.13921 0.00 0.00 0.01
C -2.60667 1.98690 0.60428 0.00 -0.02 -0.04
C -3.89315 2.12263 1.10168 -0.03 -0.01 0.00
C -4.61525 3.27804 0.86008 0.01 0.02 0.01
C -4.04549 4.28853 0.09917 0.00 -0.01 0.00
C -2.76084 4.14631 -0.39714 -0.02 0.00 -0.02
H 5.16701 3.10474 -0.47276 0.02 -0.06 -0.02
H 4.98671 5.47898 -0.71083 0.00 0.01 0.00
H 4.31920 7.33461 -2.17804 0.00 0.00 0.00
H 2.81540 6.93094 -4.11330 -0.03 -0.01 0.02
H 2.00969 4.62439 -4.54768 0.02 -0.01 0.02
H 2.68628 2.76335 -3.09728 -0.02 -0.04 0.04
H -2.11006 1.05016 0.80081 -0.02 0.01 0.01
H -4.33151 1.30828 1.66378 0.01 0.00 -0.01
H -5.61901 3.38587 1.24963 0.00 0.00 0.00
H -4.60246 5.19092 -0.11562 0.00 -0.01 -0.01
H -2.34574 4.93896 -1.00294 0.01 0.01 0.03
O -3.22688 -0.36161 -1.14913 -0.07 -0.11 0.15
C -2.15399 -0.73782 -1.48802 0.17 0.09 -0.01
O -1.03948 -0.53167 -0.67687 -1.93 -0.53 -1.41
C -1.81965 -1.35746 -2.78819 0.06 0.00 0.00
C -2.82706 -2.02493 -3.47768 0.01 -0.01 0.01
C -2.56496 -2.57079 -4.72260 0.00 -0.01 0.00
C -1.30616 -2.43126 -5.29123 -0.03 -0.06 -0.03
C -0.33235 -1.75032 -4.58810 0.01 0.11 -0.05
C -0.55506 -1.21024 -3.33841 0.07 -0.07 0.08
N 0.99903 -1.57382 -5.20414 0.00 -0.12 0.06
O 1.79001 -0.86055 -4.62961 0.02 0.02 0.00
O 1.21320 -2.16339 -6.24567 0.00 0.01 0.00
H -3.80219 -2.11606 -3.01856 0.00 0.01 -0.01
H -3.34185 -3.09814 -5.25850 0.00 -0.01 0.00
H -1.07168 -2.83839 -6.26393 -0.01 0.01 0.00
H 0.24447 -0.70179 -2.81659 -0.01 0.03 -0.02
S -2.08221 -3.46431 0.36317 0.08 0.14 0.03
P -0.16728 -3.43773 0.76438 -0.13 -0.11 -0.17
S 0.66362 -1.77472 1.68857 -0.20 0.11 0.12
C 0.26688 -4.78814 1.90518 0.02 0.04 0.03
C 0.09493 -6.08804 1.43075 0.03 0.02 -0.01
C 0.33776 -7.16861 2.26021 -0.01 0.00 0.01
C 0.74869 -6.96053 3.57150 0.00 0.00 -0.01
C 0.91808 -5.67033 4.04680 -0.02 0.00 0.00
C 0.67912 -4.58338 3.21514 0.03 -0.01 -0.01
C 0.85573 -3.75985 -0.70351 0.06 -0.10 0.05
C 2.24472 -3.65788 -0.61463 -0.04 0.04 -0.03
C 3.03503 -4.00364 -1.69664 0.00 0.00 0.00
C 2.44598 -4.45851 -2.87068 0.02 0.01 -0.01
C 1.06712 -4.56546 -2.96053 -0.03 0.02 0.00
C 0.26879 -4.21608 -1.87742 0.01 0.02 -0.02
H -0.23466 -6.24850 0.41099 -0.01 -0.01 0.01
H 0.19755 -8.17484 1.88734 0.02 0.00 0.00
H 0.93373 -7.80592 4.22158 0.00 0.00 0.00
H 1.23210 -5.50542 5.06936 0.02 0.00 -0.01
H 0.81822 -3.57712 3.58758 -0.02 -0.02 0.02
H 2.70057 -3.29190 0.29742 0.01 -0.01 0.00
H 4.11136 -3.91868 -1.62739 0.00 0.03 0.00
H 3.06595 -4.72627 -3.71682 0.00 0.00 0.00
H 0.60924 -4.92647 -3.87311 -0.01 0.02 -0.01
H -0.81025 -4.29694 -1.93150 -0.01 0.00 0.00
```
Forces are in eV/Å.

Calculated values
HOMO (alpha / beta)	-0.239 / -0.239	hartree
energy above the lowest of the compared OMol25 structures with the same formula, charge and spin	151.7	kJ/mol
total charge	0
spin multiplicity	2
HOMO-LUMO gap (alpha / beta)	4.87 / 4.97	eV



# 2
The following is a DFT calculation (the ωB97M-V functional and the def2-TZVPD basis) of 2 unconnected molecules or ions with the total composition C2H7OS in a non-equilibrium geometry.

```
11
Properties=species:S:1:pos:R:3:forces:R:3
O -1.99448 -1.02508 1.78834 0.28 0.06 -0.06
H -1.09064 -1.18383 2.09463 -0.16 -0.03 0.11
C 1.99828 -0.16113 -0.71843 -0.52 -0.19 -0.14
S 0.34389 -0.13989 -0.29779 0.07 0.11 -0.67
C -0.36426 1.52406 -0.82524 -0.01 0.11 1.06
H 2.76443 -0.07789 0.02913 0.13 0.34 0.17
H 2.23217 -0.21526 -1.77174 0.25 -0.25 -0.03
H -1.76790 -0.64089 0.92586 -0.17 -0.10 0.00
H 0.43069 2.05372 -1.33990 0.08 0.00 -0.11
H -1.26410 1.46281 -1.44096 0.06 -0.25 -0.11
H -0.62058 2.06171 0.09945 -0.01 0.21 -0.22
```
Forces are in eV/Å.

Calculated values
HOMO	-0.051	hartree
energy above the lowest of the compared OMol25 structures with the same formula, charge and spin	222.4	kJ/mol
total charge	-1
spin multiplicity	1
HOMO-LUMO gap	5.36	eV



# 3
The following is a DFT calculation (the ωB97M-V functional and the def2-TZVPD basis) of a molecular structure, C46H32AsClIN5O3PPtS2 in a non-equilibrium geometry.

```
93
Properties=species:S:1:pos:R:3:forces:R:3
Pt 0.61375 -1.42941 -0.24525 1.77 -0.94 -0.15
Cl 7.51884 -0.80641 -1.75694 -0.06 0.02 0.02
C 5.99358 -0.95938 -0.91912 0.10 -0.05 0.09
C 5.98723 -1.16371 0.43413 -0.04 0.03 -0.07
C 4.78059 -1.30510 1.13033 -0.20 -0.07 0.17
I 4.79423 -1.62006 3.19546 0.02 0.03 -0.13
C 3.52970 -1.26736 0.50200 0.22 -0.03 -0.09
O 2.40740 -1.39902 1.11191 -0.24 -0.06 0.00
C 3.57536 -1.02744 -0.91951 0.08 0.00 0.18
N 2.37141 -0.93544 -1.53932 -1.02 -0.10 -0.04
C 2.29950 -0.69881 -2.82951 0.03 0.02 0.03
C 3.45088 -0.56304 -3.62195 0.00 0.03 -0.03
C 4.67848 -0.65725 -3.03116 0.04 0.01 -0.04
C 4.78211 -0.87911 -1.63783 -0.16 0.03 -0.12
H 6.92839 -1.21287 0.96672 -0.05 -0.02 0.01
H 1.31213 -0.61432 -3.26617 0.04 -0.03 0.02
H 3.33685 -0.39868 -4.68604 0.00 -0.03 0.06
H 5.58297 -0.56552 -3.61871 -0.03 0.01 0.03
N -0.24487 -2.49716 -1.86616 -0.09 0.40 -0.01
C -0.64165 -2.29578 -2.94266 -0.10 -0.36 -0.11
C -1.04936 -2.14115 -4.26094 -0.03 0.16 -0.12
C -2.43003 -2.08032 -4.60596 0.21 0.06 0.06
N -3.54556 -2.00642 -4.89849 0.17 -0.02 0.06
C -0.04616 -1.94506 -5.25287 -0.19 -0.02 0.15
N 0.78551 -1.76539 -6.03616 -0.06 0.01 0.12
C -1.36263 1.30817 0.98453 -0.21 -0.14 -0.24
C -2.55104 0.39716 1.29218 0.23 0.21 -0.04
As -3.79105 1.13763 2.64012 0.10 -0.07 0.01
C -2.38426 1.84203 3.81175 0.01 0.03 0.11
C -1.85390 3.12813 3.74994 0.02 -0.02 0.05
C -0.79616 3.49449 4.57495 -0.05 -0.07 -0.01
C -0.25130 2.57755 5.46391 0.01 0.00 -0.01
C -0.77107 1.29167 5.53176 -0.02 0.03 -0.04
C -1.83480 0.93136 4.71494 -0.04 0.04 -0.03
C -4.31522 2.78424 1.72566 -0.03 0.09 0.03
C -4.89519 3.79270 2.49673 0.03 0.03 -0.08
C -5.31318 4.98187 1.91599 0.01 -0.01 -0.05
C -5.16769 5.17584 0.54603 -0.02 -0.04 0.05
C -4.62363 4.16649 -0.23576 -0.01 -0.01 0.03
C -4.20653 2.97559 0.35036 -0.02 -0.03 0.00
P -0.21275 0.79043 -0.36437 -0.29 0.15 0.46
C 1.00774 2.13198 -0.10446 -0.01 -0.06 0.10
C 2.14496 1.81285 0.63652 0.00 -0.01 -0.08
C 3.04133 2.80536 1.01764 -0.03 0.00 -0.02
C 2.80374 4.12535 0.66420 -0.02 -0.02 0.03
C 1.66124 4.45398 -0.05822 0.01 0.01 -0.01
C 0.76389 3.46574 -0.43600 0.07 0.06 0.05
C -1.03447 1.23037 -1.93165 0.16 0.02 -0.07
C -2.32757 0.78689 -2.21312 -0.03 -0.05 -0.05
C -2.92957 1.07415 -3.43047 -0.05 -0.03 0.02
C -2.23554 1.78347 -4.40025 0.00 0.01 -0.02
C -0.92899 2.18250 -4.15434 -0.01 -0.06 -0.04
C -0.33053 1.90204 -2.93471 -0.02 -0.03 0.00
H -0.71146 1.33932 1.85727 0.08 0.04 0.07
H -1.66118 2.33566 0.77591 -0.11 0.10 0.05
H -2.19564 -0.55877 1.67685 -0.05 -0.08 0.00
H -3.15984 0.17315 0.42101 -0.04 -0.04 -0.05
H -2.25383 3.84933 3.04790 -0.01 0.00 -0.01
H -0.39058 4.49661 4.51327 0.01 0.00 -0.01
H 0.58093 2.86224 6.09750 -0.04 -0.01 -0.03
H -0.34722 0.56856 6.21730 -0.01 0.00 -0.01
H -2.23728 -0.07544 4.77073 0.02 0.02 0.02
H -5.00979 3.64694 3.56576 0.00 0.04 0.00
H -5.75369 5.75808 2.53141 0.02 -0.03 -0.02
H -5.48818 6.10584 0.09068 0.01 -0.04 0.02
H -4.51702 4.30252 -1.30636 -0.01 -0.02 0.05
H -3.79921 2.19580 -0.28474 0.03 0.08 0.04
H 2.31137 0.78093 0.92984 -0.04 0.14 0.03
H 3.91907 2.53973 1.59582 -0.03 0.01 -0.03
H 3.49767 4.90270 0.96469 -0.03 -0.04 -0.04
H 1.46729 5.48776 -0.32227 0.00 -0.05 0.01
H -0.12828 3.73968 -0.98678 0.00 -0.03 0.01
H -2.86198 0.16826 -1.50363 0.02 0.04 -0.01
H -3.92951 0.70733 -3.63285 0.09 0.01 0.00
H -2.70092 1.99526 -5.35605 0.03 -0.03 0.05
H -0.36426 2.70007 -4.92049 -0.01 -0.01 0.02
H 0.69719 2.20051 -2.76595 -0.03 0.04 0.01
O -0.99834 -6.35698 -2.06125 0.04 0.09 0.03
S -1.21583 -6.30100 -0.64677 0.04 -0.29 -0.11
O -2.25706 -7.10806 -0.07931 -0.03 0.02 0.05
N -1.41676 -4.72819 -0.14851 0.15 0.20 0.27
C -0.46430 -4.37167 0.64318 -0.09 -0.22 -0.34
S -0.35622 -2.83067 1.44076 -0.21 0.83 -0.28
C 0.58841 -5.40537 0.90531 -0.03 0.04 0.03
C 1.72116 -5.30744 1.69192 0.12 0.02 0.08
C 2.54563 -6.42403 1.78947 0.02 -0.01 0.01
C 2.24522 -7.60101 1.10894 -0.04 -0.01 -0.04
C 1.10826 -7.69182 0.31044 -0.03 0.00 -0.05
C 0.30346 -6.57534 0.23132 -0.07 0.01 0.00
H 1.95264 -4.38208 2.20712 -0.03 -0.01 -0.04
H 3.43638 -6.37870 2.40553 -0.03 0.02 -0.05
H 2.90391 -8.45733 1.19509 -0.02 0.05 0.02
H 0.86268 -8.59820 -0.22974 0.03 0.04 0.03
```
Forces are in eV/Å.

Calculated values
HOMO (alpha / beta)	-0.181 / -0.181	hartree
energy above the lowest of the compared OMol25 structures with the same formula, charge and spin	237.5	kJ/mol
total charge	-1
spin multiplicity	1
HOMO-LUMO gap (alpha / beta)	6.24 / 6.12	eV



What did the second record say?
The following is a DFT calculation (the ωB97M-V functional and the def2-TZVPD basis) of 2 unconnected molecules or ions with the total composition C2H7OS in a non-equilibrium geometry.

```
11
Properties=species:S:1:pos:R:3:forces:R:3
O -1.99448 -1.02508 1.78834 0.28 0.06 -0.06
H -1.09064 -1.18383 2.09463 -0.16 -0.03 0.11
C 1.99828 -0.16113 -0.71843 -0.52 -0.19 -0.14
S 0.34389 -0.13989 -0.29779 0.07 0.11 -0.67
C -0.36426 1.52406 -0.82524 -0.01 0.11 1.06
H 2.76443 -0.07789 0.02913 0.13 0.34 0.17
H 2.23217 -0.21526 -1.77174 0.25 -0.25 -0.03
H -1.76790 -0.64089 0.92586 -0.17 -0.10 0.00
H 0.43069 2.05372 -1.33990 0.08 0.00 -0.11
H -1.26410 1.46281 -1.44096 0.06 -0.25 -0.11
H -0.62058 2.06171 0.09945 -0.01 0.21 -0.22
```
Forces are in eV/Å.

Calculated values
HOMO	-0.051	hartree
energy above the lowest of the compared OMol25 structures with the same formula, charge and spin	222.4	kJ/mol
total charge	-1
spin multiplicity	1
HOMO-LUMO gap	5.36	eV



The lowest energy above the lowest of the compared OMol25 structures with the same formula, charge and spin belongs to which entry?
C41H38FN6O4PS3SiV